Formula: C21H24N4O3PtSb
Source: the OMol25 dataset
Level of theory: ωB97M-V/def2-TZVPD

```
54
Properties=species:S:1:pos:R:3:forces:R:3
Pt -0.479 0.664 -0.479 -0.2 -0.3 -0.4
C -2.633 0.725 -3.035 0.0 0.0 0.0
C -1.968 -0.613 -2.988 0.1 0.0 0.1
C -2.296 -1.620 -3.889 0.0 0.0 0.0
C -1.664 -2.845 -3.817 0.0 0.0 0.0
C -0.705 -3.051 -2.835 0.0 0.0 0.0
C -0.419 -2.019 -1.960 -0.1 0.0 0.0
N -1.038 -0.829 -2.043 -0.1 0.0 0.0
Sb 0.975 -2.262 -0.341 0.0 0.0 0.0
C -0.576 -1.717 1.113 0.0 0.1 0.0
C -0.608 -2.513 2.244 0.0 0.0 0.0
C -1.586 -2.275 3.201 0.0 0.0 0.0
C -2.518 -1.282 2.977 0.0 0.0 0.0
C -2.458 -0.528 1.809 0.0 0.0 -0.1
C -3.495 0.500 1.486 0.0 0.0 0.0
N -1.480 -0.743 0.915 0.1 0.2 0.3
C 2.131 -0.511 -0.952 -0.1 0.1 0.1
C 3.504 -0.657 -0.929 0.0 0.0 -0.1
C 4.296 0.413 -1.334 0.0 0.0 0.0
C 3.693 1.584 -1.741 0.0 0.0 -0.1
C 2.304 1.683 -1.734 0.0 -0.1 0.0
C 1.605 2.947 -2.124 0.0 0.0 0.0
N 1.558 0.639 -1.355 0.1 0.2 0.2
H -3.367 0.761 -3.837 0.0 0.0 0.0
H -3.131 0.941 -2.091 0.0 0.0 0.0
H -1.899 1.515 -3.195 0.0 0.0 0.0
H -3.051 -1.431 -4.638 0.0 0.0 0.0
H -1.917 -3.634 -4.513 0.0 0.0 0.0
H -0.190 -3.998 -2.749 0.0 0.0 0.0
H 0.122 -3.300 2.381 0.0 0.0 0.0
H -1.623 -2.868 4.106 0.0 0.0 0.0
H -3.297 -1.078 3.699 0.0 0.0 0.0
H -4.060 0.775 2.373 0.0 0.0 0.0
H -3.050 1.391 1.051 0.0 0.0 0.0
H -4.193 0.089 0.752 0.0 0.0 0.0
H 3.952 -1.589 -0.608 0.0 0.0 0.0
H 5.375 0.327 -1.325 0.0 0.0 0.0
H 4.284 2.431 -2.063 0.0 0.0 0.0
H 2.042 3.367 -3.029 0.0 0.0 0.0
H 0.544 2.765 -2.286 0.0 0.0 0.0
H 1.703 3.687 -1.328 0.0 0.0 0.0
O -0.217 2.679 0.667 0.1 0.0 0.1
N -1.204 3.205 0.138 -0.1 -0.1 0.0
O -1.805 2.411 -0.640 0.1 0.1 0.0
C 1.039 1.568 3.555 0.0 0.0 0.0
C 1.755 0.408 2.924 0.0 0.0 0.0
C 2.803 -0.300 3.737 0.0 0.0 0.0
O 1.490 0.044 1.793 0.1 0.0 0.1
H 1.603 1.996 4.381 0.0 0.0 0.0
H 0.092 1.191 3.954 0.0 0.0 0.0
H 0.803 2.322 2.807 0.0 0.0 0.0
H 2.550 -0.312 4.796 0.0 0.0 0.0
H 3.740 0.256 3.634 0.0 0.0 0.0
H 2.961 -1.310 3.364 0.0 0.0 0.0
```
Positions in Å, forces in eV/Å.

Results
- Orbital gap (alpha / beta): 7.80 / 8.21 eV
- HOMO level (alpha / beta): -10.6 / -12.0 eV
- Net charge: +1
- 2S+1: 3
- Max |F|: 0.56 eV/Å
- <S²>: 2.006
- Relative energy (zero: lowest compared OMol25 entry of this formula, charge and spin): 5.87 kcal/mol

How positive or negative is each atom? The Mulliken charges in e answer that: atom 1 (Pt): 1.25, atom 2 (C): -1.39, atom 3 (C): 0.76, atom 4 (C): -0.81, atom 5 (C): -0.37, atom 6 (C): -0.95, atom 7 (C): 0.29, atom 8 (N): 0.05, atom 9 (Sb): 0.99, atom 10 (C): 0.15, atom 11 (C): -0.78, atom 12 (C): -0.54, atom 13 (C): -0.72, atom 14 (C): 0.61, atom 15 (C): -1.30, atom 16 (N): 0.18, atom 17 (C): 0.24, atom 18 (C): -0.79, atom 19 (C): -0.49, atom 20 (C): -0.69, atom 21 (C): 0.69, atom 22 (C): -1.33, atom 23 (N): -0.07, atom 24 (H): 0.44, atom 25 (H): 0.21, atom 26 (H): 0.20, atom 27 (H): 0.43, atom 28 (H): 0.43, atom 29 (H): 0.45, atom 30 (H): 0.43, atom 31 (H): 0.46, atom 32 (H): 0.45, atom 33 (H): 0.44, atom 34 (H): 0.17, atom 35 (H): 0.24, atom 36 (H): 0.45, atom 37 (H): 0.45, atom 38 (H): 0.48, atom 39 (H): 0.50, atom 40 (H): 0.01, atom 41 (H): 0.25, atom 42 (O): -0.38, atom 43 (N): 0.15, atom 44 (O): -0.40, atom 45 (C): -0.94, atom 46 (C): 0.70, atom 47 (C): -1.40, atom 48 (O): -0.08, atom 49 (H): 0.41, atom 50 (H): 0.24, atom 51 (H): 0.16, atom 52 (H): 0.41, atom 53 (H): 0.33, atom 54 (H): 0.33